DFT (ωB97M-V with the def2-TZVPD basis set) results for a structure of composition B5F20Hg.

Output
HOMO level (alpha / beta)	-6.46 / -6.45	eV
energy	-61933.520	eV
total charge	-2
multiplicity	2

XYZ file:
```
26
Properties=species:S:1:pos:R:3:forces:R:3:mulliken_spin:R:1
Hg -9.980 -33.759 5.912 0.0 -1.8 0.3 0.01
B -8.796 -33.225 3.424 2.2 -0.1 -2.1 0.00
F -10.073 -33.096 3.761 -4.1 0.1 0.1 0.00
F -8.395 -32.109 2.761 0.7 1.3 -1.2 0.00
F -8.137 -33.221 4.649 1.6 -0.8 0.9 0.00
F -8.635 -34.352 2.614 0.4 -0.2 0.4 0.00
B -10.701 -31.115 6.078 -1.5 0.6 0.1 -0.01
F -11.418 -30.277 6.946 -0.6 0.1 1.3 0.17
F -9.649 -31.714 6.760 0.6 0.6 0.2 0.01
F -11.614 -32.070 5.575 0.1 -0.2 0.6 0.02
F -10.280 -30.343 5.100 1.3 1.4 -2.2 0.01
B -12.046 -35.524 5.704 -1.4 -0.1 -3.3 0.00
F -12.456 -34.508 4.844 -0.1 1.1 -1.2 0.00
F -12.996 -36.469 5.629 -1.0 -2.2 0.4 0.00
F -10.793 -35.937 5.266 1.0 -0.7 -0.2 0.00
F -11.949 -34.962 6.887 0.7 1.2 4.3 0.00
B -11.502 -32.544 9.012 0.8 -0.2 -0.3 -0.04
F -12.570 -32.193 8.279 -1.4 0.4 -1.2 0.19
F -11.911 -33.191 10.109 -0.7 -1.3 1.6 0.14
F -10.529 -33.226 8.305 -0.1 -0.6 0.4 0.16
F -10.868 -31.404 9.479 0.9 1.4 0.4 0.32
B -7.596 -35.055 7.192 1.5 -1.3 0.5 0.00
F -7.782 -35.649 8.427 0.2 -0.1 0.8 0.00
F -8.010 -33.751 7.222 0.4 2.3 0.9 0.00
F -6.317 -35.281 6.693 0.9 0.6 0.5 0.00
F -8.417 -35.618 6.287 -2.4 -1.7 -2.0 0.00
```
Forces are in eV/Å.

DFT (ωB97M-V with the def2-TZVPD basis set) results for a cluster of 7 separate species, BClH16NO6 in total.

Output
HOMO level	-3.82	eV
energy	-27236.270	eV
total charge	-1

XYZ file:
```
25
Properties=species:S:1:pos:R:3:forces:R:3:lowdin_charge:R:1
N 1.083 0.617 -0.200 -0.2 -1.1 -0.7 -0.08
B 1.375 1.433 1.046 0.0 -0.9 -0.5 -1.04
Cl 0.967 3.233 0.623 -0.5 1.3 0.1 0.32
H 1.909 0.521 -0.831 -1.4 -0.2 1.2 0.02
H 0.636 -0.302 0.017 1.1 1.0 -0.4 0.01
H 2.533 1.450 1.331 0.7 0.1 0.3 -0.02
H 0.690 1.084 1.961 -0.3 -0.1 0.4 -0.01
O 0.113 -2.512 0.085 0.0 -0.3 0.2 -0.07
H -0.759 -2.936 0.090 0.3 0.1 0.0 0.04
H 0.512 -2.788 0.924 -0.1 0.3 -0.2 0.06
O -0.387 -5.190 -0.521 0.0 -0.3 -0.6 -0.07
H 0.397 -4.713 -0.831 -0.3 0.1 0.2 0.03
H -0.808 -5.503 -1.337 0.1 0.1 0.3 0.04
O -1.961 2.213 2.118 -0.8 0.3 -0.3 -0.10
H -1.177 2.690 1.808 0.5 -0.2 -0.1 -0.04
H -2.382 1.900 1.302 0.4 -0.1 0.2 0.05
O -3.435 4.826 1.422 -0.3 0.1 0.3 -0.08
H -3.028 3.947 1.453 0.1 0.1 0.2 -0.01
H -3.598 5.042 2.353 0.2 -0.2 -0.4 0.03
O 3.079 -1.095 -1.312 0.4 -0.7 -0.7 -0.06
H 3.080 -0.875 -2.256 0.0 0.0 0.3 0.05
H 2.800 -2.023 -1.289 0.0 0.4 0.1 0.03
O -0.793 -0.068 -2.808 0.0 -0.7 -0.4 -0.09
H -0.596 -0.955 -3.144 -0.1 0.4 0.1 0.02
H -0.252 0.004 -2.007 0.2 0.5 0.4 -0.01
```
Forces are in eV/Å.

DFT (ωB97M-V with the def2-TZVPD basis set) results for a cluster of 9 separate species, BF4H16O8 in total.

Output
HOMO level	-7.89	eV
ΔE to the lowest compared entry with this formula, charge and spin	1.13	kcal/mol
energy	-28196.360	eV
total charge	-1

XYZ file:
```
29
Properties=species:S:1:pos:R:3:forces:R:3:lowdin_charge:R:1
B 0.427 0.137 -0.388 -1.1 0.0 0.2 -1.19
F 1.384 0.440 -1.367 0.2 -0.1 0.3 0.12
F 0.591 -1.146 0.184 0.3 0.2 -0.3 0.11
F 0.476 1.088 0.657 0.3 0.0 -0.3 0.11
F -0.856 0.193 -0.985 0.3 -0.1 0.1 0.10
O -1.867 -3.258 2.084 0.0 -0.1 -0.1 -0.06
H -0.981 -2.867 2.124 0.0 0.1 0.2 -0.01
H -1.808 -4.034 2.647 0.0 0.0 0.0 0.03
O 3.764 1.178 0.000 -0.1 0.0 0.1 -0.06
H 3.782 2.131 -0.114 0.0 0.0 0.0 0.03
H 2.842 0.935 -0.179 0.3 0.0 -0.1 0.00
O 0.579 0.312 -4.128 0.1 0.2 -0.1 -0.06
H 0.034 1.062 -4.382 -0.1 0.0 0.0 0.02
H 0.991 0.574 -3.293 -0.1 -0.2 0.0 0.01
O -2.460 2.088 -2.323 0.1 0.0 -0.2 -0.07
H -1.888 2.852 -2.435 0.0 0.0 0.1 0.02
H -1.848 1.363 -2.120 -0.2 0.0 0.2 0.01
O 0.002 3.798 -0.254 0.0 0.1 -0.2 -0.06
H 0.487 2.964 -0.198 -0.1 0.0 0.1 0.01
H -0.883 3.557 0.038 0.0 -0.1 0.0 0.03
O -1.559 -2.718 -1.333 0.0 -0.1 0.0 -0.06
H -1.359 -3.379 -0.665 -0.1 0.0 0.1 0.01
H -1.309 -1.882 -0.915 0.0 0.0 -0.2 0.00
O 0.743 -2.039 2.792 0.0 -0.3 -0.1 -0.05
H 1.460 -2.631 3.036 0.0 0.0 0.1 0.06
H 0.999 -1.677 1.929 -0.1 0.2 -0.1 0.03
O -0.551 0.508 3.543 -0.3 0.0 0.0 -0.07
H -0.546 -0.443 3.378 0.2 0.1 0.1 0.00
H -0.646 0.895 2.664 0.2 0.0 0.0 0.02
```
Forces are in eV/Å.

DFT (ωB97M-V with the def2-TZVPD basis set) results for a cluster of 10 separate species, BF4H18O9 in total.

Output
HOMO level	-8.62	eV
ΔE to the lowest compared entry with this formula, charge and spin	34.28	kcal/mol
energy	-30274.923	eV
total charge	-1

XYZ file:
```
32
Properties=species:S:1:pos:R:3:forces:R:3:lowdin_charge:R:1
B -0.001 -0.241 0.202 -0.1 0.5 -0.1 -1.42
F -0.886 -1.133 -0.301 -2.0 -1.9 -0.4 0.13
F 1.245 -0.737 -0.051 2.1 -0.4 0.0 0.12
F -0.204 0.922 -0.525 0.1 1.6 -0.2 0.10
F -0.183 -0.040 1.569 0.0 0.2 0.6 0.10
O 4.504 0.572 -2.226 0.3 0.3 -0.1 -0.06
H 4.262 -0.154 -2.801 -0.1 -0.2 -0.1 0.03
H 4.126 0.342 -1.377 -0.2 -0.1 0.3 0.03
O 1.574 0.669 5.867 -0.1 0.2 0.3 -0.06
H 1.640 -0.206 6.250 0.0 -0.2 0.1 0.02
H 1.876 0.560 4.965 0.1 0.1 -0.4 0.03
O -0.855 -3.770 3.476 0.0 -0.4 0.2 -0.06
H -0.726 -3.313 2.645 0.0 0.2 -0.3 0.03
H -0.821 -3.079 4.138 0.0 0.2 0.1 0.03
O -4.180 0.638 -2.208 -0.2 0.0 -0.3 -0.05
H -4.957 0.415 -1.694 -0.2 0.0 0.1 0.02
H -3.451 0.536 -1.597 0.4 -0.1 0.2 0.03
O -2.530 4.243 -0.133 -0.3 0.2 -0.1 -0.06
H -2.005 3.540 -0.516 0.2 -0.3 -0.1 0.02
H -1.970 4.617 0.548 0.1 0.0 0.2 0.03
O -5.142 -4.193 -1.319 -0.1 -0.3 0.0 -0.05
H -5.834 -3.808 -1.855 -0.1 0.1 -0.1 0.02
H -4.616 -3.446 -1.033 0.3 0.2 0.1 0.03
O 2.508 3.913 -3.393 0.1 0.3 -0.2 -0.06
H 1.716 3.375 -3.414 -0.2 -0.2 0.0 0.03
H 3.033 3.539 -2.685 0.2 -0.2 0.1 0.02
O 3.562 2.073 2.589 0.2 -0.1 0.2 -0.05
H 2.831 1.739 2.069 -0.3 -0.2 -0.2 0.03
H 3.726 2.949 2.238 0.0 0.2 -0.1 0.03
O 0.774 -3.340 -3.442 0.2 -0.1 -0.3 -0.06
H 0.231 -4.128 -3.456 -0.1 -0.1 0.0 0.02
H 0.753 -3.050 -2.530 -0.1 0.3 0.3 0.03
```
Forces are in eV/Å.

DFT (ωB97M-V with the def2-TZVPD basis set) results for a cluster of 12 separate species, BF4H22O11 in total.

Output
HOMO level	-7.20	eV
ΔE to the lowest compared entry with this formula, charge and spin	28.81	kcal/mol
energy	-34435.562	eV
total charge	-1

XYZ file:
```
38
Properties=species:S:1:pos:R:3:forces:R:3:lowdin_charge:R:1
B 11.225 1.015 -22.044 1.4 -0.1 -0.4 -1.37
F 11.186 2.279 -22.567 -0.3 1.0 -1.5 0.15
F 10.240 0.959 -21.117 -1.7 -0.7 1.6 0.17
F 11.148 0.023 -23.019 -0.6 -0.1 -0.4 0.15
F 12.427 0.852 -21.386 1.3 0.1 0.8 0.15
O 10.815 3.731 -19.391 -0.2 -1.0 1.5 -0.05
H 10.619 3.581 -20.305 -0.2 0.5 -1.2 -0.02
H 10.508 2.883 -19.004 0.5 0.7 -0.2 0.00
O 8.768 -1.562 -20.396 0.2 -1.0 -1.0 -0.03
H 9.683 -1.313 -20.240 0.6 -0.1 -0.3 -0.01
H 8.331 -1.094 -19.721 -1.4 0.9 1.0 0.02
O 14.075 3.058 -19.781 0.2 1.6 1.1 -0.03
H 13.534 2.894 -19.004 -0.3 0.0 -0.1 0.05
H 14.147 2.246 -20.236 0.2 -1.6 -0.9 -0.02
O 8.633 -2.194 -23.247 -0.2 -0.3 -1.0 -0.06
H 9.473 -1.938 -23.641 0.0 0.1 0.2 0.03
H 8.663 -1.920 -22.335 0.1 0.3 0.8 -0.03
O 15.137 0.313 -20.325 2.3 -0.1 -0.3 -0.05
H 15.411 0.659 -19.465 -1.2 -0.1 -0.4 0.04
H 14.232 0.231 -20.589 -1.2 0.0 0.6 -0.01
O 9.133 4.036 -21.897 -0.1 0.5 -1.2 -0.07
H 8.779 4.669 -22.569 0.5 -0.9 0.9 0.06
H 9.752 3.462 -22.397 -0.5 0.3 0.3 0.02
O 11.199 -1.331 -19.402 0.0 -2.2 -0.5 0.01
H 11.258 -0.434 -19.231 0.7 3.3 0.2 0.01
H 10.848 -1.677 -18.597 -0.3 -0.8 0.9 0.07
O 7.923 0.985 -22.392 -1.6 -0.1 -1.0 -0.05
H 7.793 0.308 -23.079 0.4 0.2 0.6 0.04
H 8.797 0.893 -22.041 0.7 -0.3 0.3 -0.04
O 12.638 4.367 -21.767 -0.7 1.5 -1.7 -0.05
H 12.171 3.736 -22.322 0.2 0.0 0.2 0.00
H 13.014 3.878 -21.066 0.8 -0.9 1.4 -0.05
O 12.684 -1.802 -21.647 0.8 -0.5 -0.8 -0.05
H 12.030 -1.888 -20.971 -0.4 -0.2 0.8 -0.03
H 12.319 -1.114 -22.208 0.1 0.0 -0.3 0.00
O 10.173 1.355 -17.731 1.1 -2.1 -0.9 -0.02
H 9.553 0.794 -18.218 0.0 0.5 0.1 0.05
H 9.701 2.072 -17.382 -1.3 1.5 0.8 0.02
```
Forces are in eV/Å.

DFT (ωB97M-V with the def2-TZVPD basis set) results for a cluster of 14 separate species, BF4H26O13 in total.

Output
HOMO level	-7.10	eV
ΔE to the lowest compared entry with this formula, charge and spin	6.22	kcal/mol
energy	-38596.755	eV
total charge	-1

XYZ file:
```
44
Properties=species:S:1:pos:R:3:forces:R:3:lowdin_charge:R:1
B -20.486 3.538 -3.151 1.5 -0.9 -0.3 -1.23
F -19.595 2.508 -2.799 -0.2 -0.2 0.2 0.12
F -19.671 4.608 -3.611 -0.7 0.5 0.2 0.09
F -21.192 3.036 -4.276 -0.7 0.4 0.0 0.09
F -21.305 3.881 -2.103 -0.3 0.2 -0.3 0.17
O -18.613 5.788 -1.314 0.1 0.7 -0.2 -0.04
H -19.104 6.535 -0.952 0.0 -0.1 0.0 0.06
H -18.899 5.726 -2.239 0.0 -0.2 0.2 0.04
O -18.255 -0.092 -4.836 -0.1 -0.1 0.2 -0.05
H -19.106 -0.220 -4.383 0.0 0.2 -0.2 0.02
H -18.207 -0.811 -5.472 0.0 0.1 0.0 0.04
O -21.206 0.291 -4.472 0.1 0.3 0.2 -0.06
H -21.986 0.011 -3.981 0.0 0.1 0.0 0.05
H -21.089 1.231 -4.214 -0.2 -0.5 -0.1 0.02
O -20.244 2.405 -6.983 0.1 -0.1 -0.1 -0.05
H -20.056 2.035 -6.111 0.1 0.1 -0.1 0.01
H -20.689 1.695 -7.455 0.0 0.0 0.1 0.03
O -22.464 6.395 -1.226 0.0 0.1 0.3 -0.08
H -21.953 5.580 -1.144 0.0 0.0 -0.1 0.01
H -23.385 6.109 -1.138 0.2 0.0 -0.1 0.01
O -19.303 0.565 -0.352 0.0 -0.3 -0.1 -0.05
H -19.901 -0.031 -0.816 0.1 0.1 -0.1 0.03
H -18.505 0.597 -0.900 -0.1 -0.1 0.1 0.01
O -19.259 3.409 -0.104 0.4 0.4 0.1 -0.09
H -18.891 4.240 -0.473 -0.4 -0.5 0.2 -0.01
H -19.584 2.921 -0.870 0.1 -0.1 0.3 -0.03
O -24.034 2.353 -1.997 -0.2 0.3 -0.3 -0.09
H -23.285 2.458 -1.405 0.1 0.1 0.0 0.02
H -24.205 3.260 -2.336 0.1 -0.6 0.4 -0.01
O -16.646 0.833 -2.468 -0.1 -0.2 0.2 -0.06
H -17.208 1.576 -2.227 0.0 0.3 -0.2 0.02
H -16.983 0.543 -3.328 -0.1 0.0 0.0 0.00
O -24.578 5.082 -2.440 0.3 0.3 -0.6 -0.08
H -25.415 5.335 -2.844 0.0 -0.1 0.0 0.06
H -23.897 5.338 -3.116 -0.4 -0.2 0.3 0.03
O -17.783 5.122 -5.500 -0.2 0.2 0.0 -0.07
H -18.610 5.030 -4.994 0.4 -0.2 -0.2 0.00
H -18.017 5.669 -6.256 0.0 -0.1 0.0 0.02
O -23.432 2.799 -6.780 -0.2 -0.1 0.0 -0.06
H -23.218 1.890 -7.007 0.0 0.0 0.1 0.02
H -22.917 2.976 -5.983 0.0 0.1 -0.1 0.00
O -22.924 5.291 -4.695 0.4 -0.1 0.1 -0.03
H -22.495 6.052 -5.098 -0.1 0.1 0.0 0.07
H -22.176 4.701 -4.487 -0.4 0.0 -0.1 0.03
```
Forces are in eV/Å.

DFT (ωB97M-V with the def2-TZVPD basis set) results for a structure of composition BF4H4O2Sn.

Output
HOMO level	-13.91	eV
ΔE to the lowest compared entry with this formula, charge and spin	5.37	kcal/mol
energy	-21533.242	eV
total charge	+1

XYZ file:
```
12
Properties=species:S:1:pos:R:3:forces:R:3:lowdin_charge:R:1
Sn -10.771 -15.178 -14.898 -1.3 -1.3 0.8 1.93
B -13.311 -18.080 -13.485 -2.7 -0.3 2.1 -1.25
F -14.575 -17.567 -13.823 0.5 -0.2 -0.4 0.11
F -13.159 -19.403 -13.741 0.4 0.0 -0.5 0.18
F -12.388 -17.281 -14.276 2.7 2.2 -1.5 -0.08
F -13.090 -17.786 -12.137 0.7 0.2 -0.3 0.11
O -12.199 -12.717 -14.416 0.9 -0.9 -0.7 -0.14
H -11.886 -12.322 -15.239 -0.3 0.5 0.1 0.04
H -12.710 -12.029 -13.969 -0.1 -0.2 0.2 0.09
O -8.090 -15.155 -15.884 -0.6 0.1 0.2 -0.15
H -7.411 -14.547 -15.564 0.0 0.0 0.1 0.08
H -7.706 -15.565 -16.671 -0.1 -0.1 0.0 0.08
```
Forces are in eV/Å.

DFT (ωB97M-V with the def2-TZVPD basis set) results for a structure of composition BF4Sn.

Output
HOMO level (alpha / beta)	-23.34 / -23.13	eV
ΔE to the lowest compared entry with this formula, charge and spin	7.41	kcal/mol
energy	-17355.922	eV
total charge	+2
multiplicity	2

XYZ file:
```
6
Properties=species:S:1:pos:R:3:forces:R:3:mulliken_spin:R:1
Sn 3.077 -16.079 0.293 0.1 0.3 1.2 0.00
B 3.301 -15.446 3.848 0.9 -1.7 -1.3 -0.05
F 2.416 -16.028 4.681 -0.5 -0.2 2.0 0.44
F 2.670 -14.786 2.885 -1.6 1.4 -3.1 0.00
F 4.165 -14.647 4.506 0.8 1.0 2.1 0.51
F 4.069 -16.423 3.221 0.3 -0.8 -0.8 0.11
```
Forces are in eV/Å.

DFT (ωB97M-V with the def2-TZVPD basis set) results for a cluster of 6 separate species, BH14O5 in total.

Output
HOMO level	-6.16	eV
ΔE to the lowest compared entry with this formula, charge and spin	3.78	kcal/mol
energy	-11141.879	eV
total charge	-1

XYZ file:
```
20
Properties=species:S:1:pos:R:3:forces:R:3:lowdin_charge:R:1
B 1.129 26.659 12.280 0.6 0.7 -0.2 -0.41
H 2.109 26.664 13.031 -0.1 0.0 0.1 -0.03
H 0.145 27.082 12.831 -0.2 -0.1 0.3 -0.04
H 1.357 27.448 11.359 0.1 -0.2 -0.1 -0.03
H 0.977 25.555 11.841 -0.2 -0.7 -0.3 -0.06
O 1.435 23.913 14.413 -0.6 -1.9 1.7 -0.05
H 1.628 24.684 13.935 0.3 1.8 -1.4 -0.06
H 1.279 23.210 13.781 0.1 0.2 -0.2 0.02
O 3.990 26.521 10.548 -0.4 1.4 1.0 -0.08
H 3.800 25.655 10.244 -0.3 -1.1 -0.7 -0.01
H 3.173 26.764 11.059 0.6 0.1 -0.5 -0.01
O 1.505 23.052 10.539 1.2 -3.0 -0.6 -0.06
H 2.144 22.571 11.116 -0.8 0.6 -0.6 0.04
H 1.361 23.840 10.997 -0.5 2.4 1.3 -0.06
O -1.473 27.331 10.305 -2.2 0.0 -2.1 -0.06
H -0.828 27.406 10.957 2.1 0.1 2.0 -0.08
H -1.516 26.397 10.097 0.1 -0.1 0.1 0.03
O 3.706 24.150 12.350 0.4 -1.6 0.1 -0.06
H 3.432 25.053 12.287 -0.3 1.1 -0.1 -0.03
H 4.017 23.891 11.476 0.0 0.3 0.1 0.03
```
Forces are in eV/Å.

Summary of largest force on an atom in eV/A
4.5, 1.8, 1.1, 2.8, 3.3, 1.8, 3.8, 3.7, 3.3
(order as listed above)